{
  "formula": "C56H73ClN4OP2Re",
  "method": "ωB97M-V/def2-TZVPD",
  "elements": ["Re", "C", "C", "C", "P", "C", "C", "C", "C", "C", "C", "C", "C", "C", "C", "N", "C", "C", "C", "C", "C", "C", "C", "P", "C", "C", "C", "C", "C", "C", "H", "H", "H", "H", "H", "H", "H", "H", "H", "H", "H", "H", "H", "H", "H", "H", "H", "H", "H", "H", "H", "H", "H", "H", "H", "H", "H", "H", "H", "H", "H", "H", "H", "H", "H", "H", "H", "H", "H", "H", "C", "C", "C", "C", "C", "O", "C", "C", "C", "C", "C", "C", "Cl", "C", "C", "C", "N", "C", "N", "C", "N", "H", "H", "H", "H", "H", "H", "H", "H", "H", "H", "H", "H", "H", "H", "H", "H", "H", "H", "H", "H", "H", "H", "C", "C", "C", "C", "C", "C", "C", "C", "C", "C", "C", "C", "C", "C", "H", "H", "H", "H", "H", "H", "H", "H", "H", "H", "H"],
  "coordinates": [[0.042, -0.119, 1.398], [1.835, 3.587, 0.906], [1.021, 3.464, 2.203], [1.429, 4.530, 3.214], [1.098, 1.689, 2.770], [0.771, 1.486, 4.595], [1.856, 2.045, 5.506], [-0.614, 2.035, 4.931], [2.812, 1.141, 2.526], [3.980, 1.881, 2.512], [5.189, 1.303, 2.128], [6.444, 2.111, 2.073], [5.196, -0.042, 1.751], [4.053, -0.809, 1.823], [2.846, -0.235, 2.231], [1.667, -0.964, 2.385], [1.770, -2.187, 2.992], [2.864, -2.542, 3.803], [2.990, -3.818, 4.293], [2.037, -4.800, 4.018], [2.221, -6.203, 4.488], [0.909, -4.430, 3.292], [0.751, -3.140, 2.806], [-0.680, -2.536, 1.872], [-2.072, -2.536, 3.115], [-2.508, -3.921, 3.576], [-1.609, -1.688, 4.298], [-0.958, -3.997, 0.745], [0.298, -4.263, -0.081], [-2.223, -3.979, -0.098], [1.356, 4.284, 0.222], [1.945, 2.627, 0.400], [2.834, 3.965, 1.108], [-0.041, 3.618, 1.967], [2.449, 4.398, 3.562], [0.761, 4.545, 4.070], [1.367, 5.501, 2.727], [0.747, 0.391, 4.719], [1.913, 3.127, 5.464], [2.834, 1.636, 5.258], [1.624, 1.768, 6.532], [-0.623, 3.121, 4.903], [-0.910, 1.725, 5.932], [-1.361, 1.670, 4.222], [3.970, 2.915, 2.814], [6.340, 3.053, 2.606], [6.692, 2.337, 1.034], [7.286, 1.560, 2.492], [6.119, -0.497, 1.420], [4.072, -1.852, 1.548], [3.606, -1.797, 4.046], [3.854, -4.062, 4.891], [3.278, -6.436, 4.598], [1.771, -6.906, 3.791], [1.748, -6.350, 5.460], [0.160, -5.182, 3.099], [-2.918, -2.040, 2.625], [-1.693, -4.451, 4.064], [-2.900, -4.520, 2.759], [-3.306, -3.807, 4.306], [-0.780, -2.168, 4.817], [-2.423, -1.553, 5.006], [-1.278, -0.705, 3.954], [-1.065, -4.809, 1.476], [0.563, -3.401, -0.687], [0.130, -5.108, -0.747], [1.140, -4.508, 0.565], [-2.135, -3.307, -0.944], [-3.093, -3.698, 0.492], [-2.390, -4.980, -0.486], [1.461, 4.588, -5.179], [0.322, 3.581, -5.413], [-0.903, 4.391, -5.851], [0.739, 2.660, -6.568], [0.083, 2.733, -4.110], [1.337, 2.318, -3.569], [-0.743, 1.437, -4.294], [-2.161, 1.541, -4.869], [-2.903, 0.259, -4.621], [-4.019, 0.227, -3.792], [-4.670, -0.964, -3.527], [-4.169, -2.151, -4.044], [-4.897, -3.658, -3.605], [-3.078, -2.132, -4.904], [-2.470, -0.929, -5.205], [-0.544, 3.616, -3.008], [-0.769, 2.930, -1.760], [-0.008, 2.058, -1.106], [-0.602, 1.724, 0.042], [-1.747, 2.456, 0.028], [-1.863, 3.184, -1.044], [1.692, 5.085, -6.117], [2.369, 4.111, -4.822], [1.174, 5.357, -4.466], [-0.672, 4.883, -6.791], [-1.147, 5.169, -5.134], [-1.780, 3.778, -6.013], [1.064, 3.267, -7.408], [-0.085, 2.045, -6.913], [1.571, 2.010, -6.303], [1.897, 2.026, -4.298], [-0.808, 0.973, -3.305], [-0.155, 0.752, -4.905], [-2.114, 1.714, -5.945], [-2.704, 2.362, -4.403], [-4.395, 1.141, -3.355], [-5.563, -0.973, -2.924], [-2.722, -3.052, -5.340], [-1.650, -0.912, -5.908], [-1.512, 4.001, -3.322], [0.126, 4.459, -2.816], [0.923, 1.699, -1.497], [-2.484, 2.456, 0.804], [2.585, -2.102, -2.952], [1.391, -2.437, -3.572], [0.183, -2.041, -3.032], [0.125, -1.291, -1.849], [1.346, -0.917, -1.274], [2.554, -1.322, -1.807], [-1.187, -0.998, -1.289], [-1.520, -0.705, -0.013], [-2.916, -0.526, 0.402], [-4.006, -1.024, -0.319], [-5.301, -0.839, 0.130], [-5.553, -0.157, 1.309], [-4.489, 0.337, 2.048], [-3.196, 0.158, 1.596], [3.532, -2.432, -3.352], [1.402, -3.022, -4.478], [-0.739, -2.337, -3.510], [1.399, -0.255, -0.407], [3.471, -1.018, -1.322], [-1.985, -1.056, -2.024], [-3.844, -1.568, -1.235], [-6.127, -1.250, -0.430], [-6.568, -0.015, 1.647], [-4.666, 0.868, 2.971], [-2.366, 0.558, 2.184]],
  "e_lumo_ev": [-6.984, -6.795],
  "fmax_ev_per_a": 3.89,
  "orbital_gap_ha": [0.202, 0.213],
  "energy_ev": -100482.2864,
  "spin_multiplicity": 2,
  "charge": 2,
  "s_squared": 1.15
}

{
  "formula": "C19H52IN9O4P3",
  "method": "ωB97M-V/def2-TZVPD",
  "elements": ["C", "C", "C", "C", "C", "N", "C", "N", "P", "O", "I", "N", "C", "O", "H", "H", "H", "H", "H", "H", "H", "H", "H", "H", "H", "H", "H", "H", "H", "H", "O", "P", "N", "C", "C", "N", "C", "C", "N", "C", "C", "H", "H", "H", "H", "H", "H", "H", "H", "H", "H", "H", "H", "H", "H", "H", "H", "H", "H", "O", "P", "N", "C", "C", "N", "C", "C", "N", "C", "C", "H", "H", "H", "H", "H", "H", "H", "H", "H", "H", "H", "H", "H", "H", "H", "H", "H", "H"],
  "coordinates": [[0.720, 4.668, 4.630], [0.381, 5.746, 3.492], [-1.036, 5.428, 2.853], [-1.181, 6.125, 1.451], [-2.166, 5.793, 3.886], [-2.750, 4.496, 4.409], [-4.144, 4.448, 3.960], [-4.453, 3.463, 3.160], [-6.124, 3.235, 2.581], [-7.065, 2.950, 3.953], [-6.227, 1.135, 1.294], [-5.010, 5.424, 4.476], [-4.249, 6.732, 4.332], [-3.253, 6.514, 3.325], [-0.172, 4.017, 4.794], [1.536, 4.003, 4.261], [0.973, 5.169, 5.594], [1.133, 5.575, 2.686], [0.416, 6.780, 3.916], [-1.044, 4.317, 2.690], [-0.388, 5.733, 0.771], [-1.177, 7.237, 1.516], [-2.159, 5.786, 1.014], [-1.733, 6.404, 4.722], [-2.841, 4.645, 5.424], [-3.717, 2.814, 2.867], [-7.384, 3.822, 4.234], [-5.854, 5.573, 3.922], [-3.825, 7.092, 5.295], [-4.950, 7.468, 3.862], [0.527, -1.314, 1.083], [-0.511, -2.243, 0.444], [-1.858, -1.384, 1.116], [-3.010, -1.925, 1.808], [-2.103, -0.074, 0.521], [-0.110, -3.590, 1.457], [-1.061, -4.352, 2.250], [1.131, -3.491, 2.227], [-1.608, -3.314, -0.445], [-0.792, -4.213, -1.324], [-2.579, -2.711, -1.376], [-3.533, -2.723, 1.265], [-3.761, -1.158, 2.021], [-2.732, -2.319, 2.786], [-2.402, -0.149, -0.533], [-1.198, 0.540, 0.556], [-2.879, 0.490, 1.044], [-1.323, -3.833, 3.178], [-0.627, -5.316, 2.536], [-1.970, -4.596, 1.702], [1.021, -2.806, 3.075], [1.956, -3.151, 1.603], [1.431, -4.468, 2.618], [-0.232, -3.632, -2.063], [-1.427, -4.928, -1.851], [-0.074, -4.794, -0.748], [-2.092, -2.075, -2.121], [-3.346, -2.124, -0.874], [-3.128, -3.497, -1.899], [2.143, -2.822, -2.930], [3.098, -2.412, -4.056], [3.707, -4.013, -4.285], [5.088, -4.439, -4.393], [2.761, -4.944, -4.904], [4.135, -1.515, -2.997], [5.573, -1.706, -2.888], [3.590, -1.216, -1.666], [4.041, -1.810, -5.433], [3.681, -0.378, -5.673], [3.846, -2.444, -6.751], [5.674, -3.891, -5.143], [5.173, -5.496, -4.651], [5.604, -4.343, -3.437], [2.516, -4.661, -5.936], [1.823, -4.966, -4.344], [3.134, -5.969, -4.922], [5.819, -2.576, -2.271], [6.034, -0.836, -2.409], [6.063, -1.798, -3.855], [3.580, -2.113, -1.036], [2.578, -0.821, -1.734], [4.178, -0.450, -1.152], [2.624, -0.281, -5.937], [4.281, 0.048, -6.479], [3.860, 0.235, -4.790], [2.797, -2.428, -7.062], [4.197, -3.473, -6.787], [4.437, -1.921, -7.505]],
  "e_lumo_ev": -4.043,
  "fmax_ev_per_a": 8.37,
  "orbital_gap_ha": 0.193,
  "energy_ev": -78103.7639,
  "charge": 1
}